(1)
C35H29N3P2ReS2 as an isolated structure. Source: the Open Molecules 2025 dataset; level of theory: ωB97M-V/def2-TZVPD.

Geometry as XYZ:
```
72
Properties=species:S:1:pos:R:3:forces:R:3
Re -0.104 0.245 0.198 0.267 0.008 -0.041
S 2.128 -0.053 0.527 0.086 0.051 0.033
P 1.573 -0.250 2.546 -0.052 -0.196 -0.002
C -0.103 0.007 2.186 -0.083 -0.139 0.137
P -1.496 -1.007 2.400 0.111 0.051 -0.032
S -1.571 -1.533 0.363 -0.121 0.157 0.078
C -2.976 -0.093 2.837 0.081 -0.014 0.050
C -3.163 1.201 2.351 0.050 0.066 -0.011
C -4.315 1.898 2.660 -0.022 -0.007 0.016
C -5.291 1.307 3.457 0.008 -0.005 -0.004
C -5.111 0.021 3.940 -0.017 0.011 0.002
C -3.955 -0.683 3.633 -0.034 -0.072 -0.023
C -1.374 -2.394 3.522 -0.001 -0.001 -0.132
C -1.519 -3.706 3.084 0.004 0.002 -0.031
C -1.456 -4.743 4.004 0.004 -0.001 0.009
C -1.247 -4.467 5.346 -0.001 -0.017 -0.017
C -1.097 -3.155 5.782 0.027 -0.020 0.039
C -1.160 -2.115 4.873 0.000 0.048 0.010
C 2.296 0.983 3.612 -0.075 0.021 -0.070
C 3.680 1.044 3.776 0.031 -0.025 -0.022
C 4.225 2.009 4.603 0.005 0.017 0.015
C 3.394 2.903 5.270 -0.014 -0.006 -0.008
C 2.017 2.841 5.108 0.028 0.019 0.016
C 1.463 1.884 4.272 -0.025 -0.006 -0.011
C 2.078 -1.872 3.124 -0.003 0.110 0.024
C 2.464 -2.049 4.452 -0.003 0.047 0.036
C 2.805 -3.313 4.906 0.001 -0.012 0.017
C 2.765 -4.395 4.039 -0.003 -0.002 -0.005
C 2.379 -4.221 2.715 -0.007 -0.024 0.016
C 2.034 -2.964 2.256 -0.034 0.016 -0.052
H -2.400 1.673 1.744 0.010 -0.029 0.013
H -4.456 2.904 2.288 -0.005 0.011 -0.001
H -6.190 1.854 3.703 -0.011 0.006 -0.003
H -5.869 -0.440 4.558 -0.004 0.004 0.004
H -3.826 -1.687 4.015 0.011 0.008 -0.005
H -1.687 -3.920 2.036 0.005 0.000 -0.005
H -1.576 -5.765 3.671 0.000 -0.005 0.001
H -1.206 -5.277 6.062 0.003 -0.005 0.003
H -0.938 -2.946 6.831 0.001 0.001 0.003
H -1.059 -1.091 5.217 0.004 -0.001 -0.007
H 4.328 0.341 3.265 -0.004 -0.005 -0.002
H 5.297 2.064 4.734 0.005 0.000 0.001
H 3.826 3.651 5.922 0.000 0.007 0.003
H 1.376 3.535 5.635 -0.001 0.006 0.005
H 0.388 1.826 4.139 0.001 -0.005 -0.005
H 2.507 -1.204 5.128 -0.004 -0.006 0.003
H 3.113 -3.450 5.934 0.000 -0.002 0.003
H 3.044 -5.379 4.393 -0.001 -0.002 0.001
H 2.358 -5.067 2.041 -0.002 -0.002 -0.002
H 1.743 -2.829 1.221 -0.005 0.000 0.009
N -1.357 1.676 -2.534 -0.107 -0.060 0.044
C -0.578 0.582 -2.921 0.054 -0.049 -0.042
C -0.545 0.268 -4.279 0.053 -0.070 0.053
C 0.193 -0.821 -4.689 -0.017 0.031 0.030
C 0.891 -1.557 -3.738 0.001 -0.003 0.030
C 0.812 -1.172 -2.422 0.037 -0.047 -0.042
N 0.080 -0.121 -2.001 -0.081 0.062 -0.014
C -1.237 2.528 -1.475 0.014 0.189 -0.076
C -1.845 3.794 -1.584 0.071 -0.061 0.002
C -1.677 4.715 -0.589 0.002 -0.015 0.011
C -0.908 4.387 0.538 0.043 -0.053 0.024
C -0.396 3.131 0.625 0.021 0.021 0.015
N -0.568 2.185 -0.357 -0.294 -0.037 -0.072
H -1.922 2.046 -3.283 0.009 0.003 0.010
H -1.085 0.877 -4.991 -0.012 0.009 -0.007
H 0.234 -1.088 -5.736 -0.003 0.000 -0.012
H 1.485 -2.416 -4.013 0.010 -0.007 0.001
H 1.338 -1.712 -1.647 0.006 -0.013 -0.021
H -2.409 4.031 -2.475 0.001 0.002 -0.016
H -2.125 5.696 -0.679 -0.010 0.006 -0.008
H -0.735 5.098 1.332 0.005 -0.003 0.014
H 0.169 2.793 1.482 -0.010 0.036 0.021
```
Positions in Å, forces in eV/Å.

## Properties
highest occupied orbital energy (spin up / spin down) = -0.46955 / -0.48732 Eh
charge = +2
ΔE to the lowest compared entry with this formula, charge and spin = 31.3 kJ/mol
2S+1 = 2
gap between HOMO and LUMO (spin up / spin down) = 6.2 / 6.9 eV

---

(2)
C35H30AuN6O2S as an isolated structure. Source: the Open Molecules 2025 dataset; level of theory: ωB97M-V/def2-TZVPD.

Geometry as XYZ:
```
75
Properties=species:S:1:pos:R:3:forces:R:3
Au -1.016 -0.704 -0.732 -0.050 0.199 -0.448
C 0.127 1.272 -3.894 0.098 0.014 -0.031
C 0.562 2.068 -2.694 0.007 -0.029 -0.030
C 1.713 2.849 -2.726 0.007 -0.047 -0.027
C 2.036 3.674 -1.659 0.011 0.028 -0.002
C 1.180 3.776 -0.572 -0.032 0.001 0.002
C 0.018 3.014 -0.510 -0.006 -0.029 -0.034
C -0.995 3.208 0.580 0.054 0.133 0.018
C -0.236 2.114 -1.550 -0.130 0.137 0.015
N -1.311 1.190 -1.417 0.352 -0.094 0.064
C -2.590 1.499 -1.734 -0.098 -0.009 -0.102
O -3.001 2.542 -2.189 -0.029 0.081 0.037
C -3.528 0.334 -1.479 -0.220 -0.041 0.011
C -4.884 0.292 -1.728 -0.006 0.026 0.017
C -5.565 -0.891 -1.455 -0.087 -0.016 -0.009
C -4.905 -2.011 -0.956 -0.024 -0.016 -0.010
C -3.548 -1.916 -0.730 -0.162 0.031 -0.018
N -2.950 -0.758 -0.987 0.229 -0.037 0.187
C -2.634 -3.000 -0.190 -0.140 0.020 -0.031
O -3.090 -4.056 0.182 0.030 -0.037 0.020
N -1.325 -2.622 -0.188 0.093 -0.110 0.072
C -0.355 -3.402 0.507 0.052 -0.088 0.103
C -0.349 -3.369 1.910 -0.055 0.069 -0.070
C -1.446 -2.679 2.670 -0.016 -0.068 0.035
C 0.652 -4.053 2.582 0.028 0.026 0.036
C 1.617 -4.765 1.885 0.018 -0.003 0.073
C 1.571 -4.825 0.505 -0.031 -0.002 -0.116
C 0.578 -4.155 -0.206 -0.011 0.057 -0.025
C 0.499 -4.308 -1.702 0.025 -0.088 0.025
H 0.961 1.082 -4.569 -0.013 0.008 0.014
H -0.632 1.832 -4.446 0.008 -0.007 0.000
H -0.331 0.322 -3.621 0.010 -0.045 0.011
H 2.347 2.825 -3.605 -0.016 0.000 0.017
H 2.934 4.278 -1.698 -0.012 -0.009 0.001
H 1.397 4.474 0.229 -0.011 -0.019 -0.012
H -0.600 3.849 1.368 0.003 -0.015 -0.001
H -1.311 2.267 1.024 -0.020 -0.075 0.032
H -1.884 3.690 0.165 0.014 -0.015 0.009
H -5.379 1.167 -2.126 0.043 0.016 -0.006
H -6.630 -0.943 -1.640 0.010 -0.003 -0.002
H -5.416 -2.941 -0.748 0.037 -0.004 0.020
H -1.761 -1.744 2.202 0.038 -0.005 -0.014
H -1.140 -2.463 3.692 0.005 -0.021 -0.014
H -2.323 -3.330 2.704 -0.020 0.024 0.022
H 0.673 -4.030 3.665 -0.009 -0.006 -0.019
H 2.393 -5.292 2.424 -0.006 0.003 -0.004
H 2.300 -5.416 -0.036 -0.005 0.010 0.001
H 0.254 -5.341 -1.959 0.001 0.018 0.011
H 1.456 -4.080 -2.174 0.009 -0.017 -0.015
H -0.276 -3.678 -2.134 -0.010 -0.002 -0.018
N 2.290 1.126 1.961 0.066 -0.039 -0.184
C 1.784 2.168 2.780 -0.082 0.037 0.116
C 2.489 3.345 2.968 0.008 -0.067 0.007
C 1.952 4.336 3.777 0.071 0.063 0.005
C 0.704 4.170 4.358 -0.053 0.007 0.042
C -0.018 3.007 4.131 -0.030 -0.077 -0.044
C 0.537 1.996 3.362 0.048 -0.007 -0.168
S -0.304 0.480 3.016 -0.026 0.065 0.003
N 0.220 0.179 1.416 -0.018 0.007 0.431
C 1.426 0.464 1.122 -0.072 -0.031 -0.055
C 1.929 -0.010 -0.201 -0.144 -0.106 -0.056
C 3.234 0.176 -0.614 0.077 -0.001 -0.005
C 3.667 -0.365 -1.816 0.048 0.029 0.018
C 2.780 -1.085 -2.587 -0.028 -0.021 -0.007
C 1.479 -1.213 -2.139 0.090 -0.004 0.025
N 1.064 -0.694 -0.980 0.141 0.170 0.081
H 3.224 1.280 1.621 -0.019 0.051 0.026
H 3.457 3.483 2.499 -0.011 -0.004 -0.003
H 2.512 5.245 3.947 -0.007 -0.005 -0.006
H 0.288 4.950 4.981 0.002 -0.013 -0.007
H -1.008 2.880 4.553 0.011 -0.002 0.007
H 3.931 0.740 -0.015 0.011 -0.022 -0.025
H 4.689 -0.222 -2.137 -0.003 0.003 0.008
H 3.071 -1.537 -3.524 -0.014 0.018 -0.002
H 0.743 -1.746 -2.720 -0.028 0.007 0.000
```
Positions in Å, forces in eV/Å.

## Properties
highest occupied orbital energy = -0.39193 Eh
charge = +1
ΔE to the lowest compared entry with this formula, charge and spin = 0.0 kJ/mol
2S+1 = 1
gap between HOMO and LUMO = 6.9 eV

---

(3)
C35H30BMnN9O as an isolated structure. Source: the Open Molecules 2025 dataset; level of theory: ωB97M-V/def2-TZVPD.

Geometry as XYZ:
```
77
Properties=species:S:1:pos:R:3:forces:R:3
Mn 0.097 -0.439 0.109 0.288 -0.132 0.611
C 3.937 -1.547 2.534 -0.035 -0.038 0.046
C 2.618 -1.621 2.072 -0.032 -0.023 0.063
N 2.217 -1.179 0.897 0.236 0.095 -0.164
C 3.169 -0.647 0.058 0.001 -0.008 0.001
C 4.525 -0.509 0.457 0.036 -0.055 0.149
C 4.887 -0.968 1.725 -0.014 0.045 -0.100
C 5.457 0.067 -0.455 -0.005 0.029 -0.091
C 5.067 0.424 -1.701 0.069 -0.004 0.084
C 3.716 0.241 -2.149 -0.044 0.040 -0.189
C 3.318 0.484 -3.465 0.029 -0.037 0.128
C 2.005 0.113 -3.839 -0.014 0.003 -0.068
C 1.126 -0.312 -2.888 -0.007 0.012 0.090
N 1.423 -0.391 -1.556 -0.028 -0.048 -0.222
C 2.761 -0.250 -1.228 0.023 0.001 0.085
H 4.181 -1.928 3.516 -0.013 -0.005 -0.002
H 1.857 -2.051 2.712 -0.017 0.016 -0.008
H 5.916 -0.872 2.051 0.004 0.000 -0.007
H 6.485 0.193 -0.138 0.000 -0.001 0.005
H 5.783 0.838 -2.401 -0.007 0.005 -0.005
H 4.030 0.857 -4.189 0.003 -0.001 -0.003
H 1.688 0.150 -4.873 -0.005 0.000 0.005
H 0.124 -0.608 -3.167 -0.021 0.014 0.013
C 1.668 3.634 0.872 -0.080 -0.069 0.140
C 1.241 3.841 2.181 0.029 -0.080 -0.166
C 0.682 2.790 2.884 0.151 0.116 0.054
C 0.542 1.554 2.265 -0.203 -0.175 0.175
N 0.877 1.388 0.974 -0.123 0.011 0.031
C 1.460 2.387 0.312 0.048 0.136 -0.073
C 0.027 0.341 2.926 0.058 0.060 -0.275
C -0.125 0.231 4.305 -0.012 -0.013 -0.003
C -0.550 -0.965 4.861 0.004 0.009 0.013
C -0.812 -2.052 4.038 -0.001 0.004 0.009
C -0.658 -1.948 2.660 -0.008 -0.031 -0.040
C -0.242 -0.754 2.098 -0.068 -0.046 0.038
H 2.130 4.418 0.291 0.007 -0.001 -0.005
H 1.351 4.811 2.647 0.008 0.004 -0.004
H 0.358 2.920 3.906 0.000 0.011 -0.007
H 1.772 2.165 -0.701 -0.019 -0.010 -0.002
H 0.104 1.070 4.950 -0.003 -0.009 0.017
H -0.667 -1.053 5.933 0.003 0.006 -0.001
H -1.139 -2.990 4.470 0.000 0.000 -0.003
H -0.859 -2.807 2.035 -0.008 0.009 -0.009
B -3.220 -2.048 0.341 -0.051 0.030 -0.047
N -2.113 -2.541 -0.649 0.091 0.017 0.061
C -2.264 -3.581 -1.475 -0.048 -0.020 -0.030
C -1.031 -3.943 -1.989 -0.018 -0.018 -0.009
C -0.148 -3.042 -1.409 0.043 0.021 -0.011
N -0.801 -2.201 -0.599 -0.097 -0.203 -0.098
N -3.217 -0.497 0.433 0.065 -0.034 0.032
C -4.296 0.272 0.633 -0.046 0.034 -0.018
C -3.879 1.571 0.857 0.003 -0.016 -0.013
C -2.490 1.497 0.766 -0.011 0.038 -0.016
N -2.101 0.250 0.511 -0.113 0.151 0.031
H -4.279 -2.389 -0.128 -0.011 0.007 -0.005
H -3.040 -2.531 1.430 0.039 0.002 0.019
H -3.243 -4.000 -1.635 -0.005 0.007 0.016
H -0.810 -4.733 -2.684 0.002 0.000 0.001
H 0.915 -2.936 -1.551 -0.003 0.027 0.029
H -5.283 -0.160 0.606 0.008 -0.017 0.005
H -4.486 2.440 1.045 -0.011 -0.007 0.001
H -1.767 2.295 0.831 0.013 -0.027 0.008
N -0.963 4.756 -5.077 0.009 -0.012 0.007
C -0.692 4.370 -3.796 -0.044 0.018 -0.018
O -0.046 5.058 -3.031 0.019 -0.008 -0.004
C -1.267 3.053 -3.378 -0.018 -0.005 -0.006
C -2.383 2.466 -3.956 0.036 -0.031 0.053
C -2.816 1.250 -3.453 -0.034 0.038 -0.047
C -2.128 0.678 -2.398 0.005 -0.082 0.053
N -1.048 1.227 -1.832 -0.148 0.208 -0.326
C -0.645 2.390 -2.326 0.065 0.051 0.011
H -0.496 5.586 -5.403 0.005 0.001 0.008
H -1.234 4.075 -5.764 -0.001 0.009 -0.008
H -2.922 2.955 -4.758 -0.007 -0.009 -0.004
H -3.686 0.752 -3.858 0.001 0.000 0.003
H -2.460 -0.266 -1.981 0.025 0.009 -0.009
H 0.226 2.855 -1.887 0.004 -0.024 0.022
```
Positions in Å, forces in eV/Å.

## Properties
highest occupied orbital energy (spin up / spin down) = -0.17523 / -0.29363 Eh
ΔE to the lowest compared entry with this formula, charge and spin = 139.8 kJ/mol
2S+1 = 6
gap between HOMO and LUMO (spin up / spin down) = 4.6 / 8.0 eV

---

ΔE to the lowest compared entry with this formula, charge and spin of number 3 (C35H30BMnN9O)? 139.8 kJ/mol

---

Among the records above, which one has the lowest 2S+1? C35H30AuN6O2S

---

Number 2 is which compound? C35H30AuN6O2S

---

The lowest ΔE to the lowest compared entry with this formula, charge and spin belongs to which entry? C35H30AuN6O2S